a.
ORCA calculation (wB97M-V/def2-TZVPD) on a cluster of 2 separate species, C3H10NO in total.

Positions of all 15 atoms, in Å:
C1 -0.609 -2.434 -0.690
N1 -1.226 -1.060 -1.071
H1 -1.392 -3.064 -0.272
H2 0.062 -2.172 0.125
H3 -0.230 -2.865 -1.610
H4 -1.856 -1.184 -1.856
H5 -1.773 -0.887 -0.237
H6 -0.483 -0.388 -1.255
C2 1.486 2.487 1.571
C3 1.180 1.457 0.787
O1 0.018 1.300 0.069
H7 2.411 2.600 2.110
H8 0.827 3.358 1.532
H9 1.899 0.653 0.646
H10 -0.314 2.198 0.152

As for the net charge: +1. The value obtained for the frontier orbital gap is 0.333 Ha. The value obtained for the HOMO energy is -0.4680 hartree. As for the molar mass: 76.1 g mol⁻¹.


b.
ORCA calculation (wB97M-V/def2-TZVPD) on a cluster of 2 separate species, C3H10NO in total.

Positions of all 15 atoms, in Å:
C1 0.844 -0.465 0.010
O1 -0.472 0.007 -0.362
C2 0.843 -0.678 1.456
C3 1.169 0.372 2.397
N1 -1.970 0.431 -3.164
H1 1.125 -1.331 -0.583
H2 1.524 0.374 -0.171
H3 -1.068 -0.269 0.350
H4 0.746 -1.696 1.843
H5 0.621 0.386 3.339
H6 0.935 1.310 1.883
H7 2.256 0.275 2.574
H8 -2.373 0.322 -2.252
H9 -2.136 1.336 -3.564
H10 -2.045 -0.375 -3.756

As for the net charge: +1. The value obtained for the frontier orbital gap is 0.153 Ha. The value obtained for the HOMO energy is -0.4451 hartree. As for the molar mass: 76.1 g mol⁻¹.


Stability, lowest: b